{"formula": "H18O9", "method": "ωB97M-V/def2-TZVPD", "gap_ev": 10.7, "species": ["O", "H", "H", "O", "H", "H", "O", "H", "H", "O", "H", "H", "O", "H", "H", "O", "H", "H", "O", "H", "H", "O", "H", "H", "O", "H", "H"], "coordinates": [[3.229790, -3.085696, 0.512439], [3.378733, -2.909492, 1.441430], [4.097866, -3.290230, 0.164792], [4.697579, 1.064525, -1.139670], [4.079527, 1.344958, -1.814645], [4.204127, 0.441315, -0.606427], [0.370081, 2.715244, -0.555574], [0.964843, 2.804213, 0.189129], [0.943380, 2.716930, -1.322095], [-3.603915, 3.857570, -2.214401], [-3.980970, 3.633948, -1.363496], [-2.692556, 3.570805, -2.155883], [-4.001094, 0.486979, 0.049354], [-4.603507, 0.698746, 0.762438], [-3.692188, -0.396392, 0.250492], [-0.719731, -3.648904, 3.079469], [-1.657333, -3.734280, 3.252189], [-0.482886, -2.800639, 3.454427], [-0.417291, -0.813670, -0.762386], [-0.694961, 0.086879, -0.594644], [0.347356, -0.937721, -0.200111], [1.865276, 0.026434, 3.165639], [2.017443, 0.971104, 3.191470], [2.531041, -0.339883, 3.747703], [-2.198286, -0.537775, -3.741467], [-2.098738, -1.466853, -3.949171], [-1.883585, -0.458116, -2.840999]], "forces_ev_per_a": [[-0.178, 0.130, -0.133], [-0.044, 0.014, 0.257], [0.213, -0.092, -0.149], [0.186, 0.152, 0.091], [-0.099, 0.045, -0.235], [-0.115, -0.246, 0.147], [-0.279, -0.141, 0.024], [0.119, 0.063, 0.218], [0.106, 0.011, -0.264], [-0.118, 0.229, -0.181], [-0.099, -0.132, 0.182], [0.231, -0.120, 0.006], [0.097, 0.205, -0.134], [-0.175, 0.078, 0.158], [0.138, -0.276, -0.025], [0.141, -0.158, -0.068], [-0.234, -0.072, 0.016], [0.109, 0.256, 0.056], [-0.254, -0.135, -0.246], [-0.043, 0.419, 0.100], [0.227, -0.164, 0.148], [-0.174, -0.156, -0.184], [0.007, 0.253, 0.023], [0.166, -0.113, 0.170], [-0.130, 0.207, -0.234], [0.044, -0.210, -0.034], [0.157, -0.048, 0.294]]}

***

{"formula": "C4H12NOS", "method": "ωB97M-V/def2-TZVPD", "total_charge": -1, "gap_ev": 5.8, "species": ["C", "C", "S", "C", "N", "C", "H", "H", "H", "H", "H", "H", "H", "H", "H", "H", "H", "H", "O"], "coordinates": [[1.169704, -1.224094, -0.074955], [0.154945, -2.272975, 0.549888], [0.877488, -3.627085, 1.502602], [0.865099, 0.272759, 0.117107], [-0.536968, 0.592499, -0.262852], [-1.395233, 1.098574, 0.823630], [1.074318, -1.421709, -1.140018], [2.155284, -1.406047, 0.287724], [-0.608798, -1.866396, 1.286894], [-0.346399, -2.604324, -0.364694], [1.615074, 1.032076, -0.487422], [1.008925, 0.465829, 1.278205], [-0.885440, 0.035974, -0.966638], [-2.219040, 0.402637, 1.170305], [-0.744993, 1.395637, 1.727795], [-2.039466, 2.003840, 0.776467], [-0.276932, 1.787859, -1.666781], [0.545428, 2.695708, -2.302999], [-0.412998, 2.639236, -2.254258]], "forces_ev_per_a": [[-1.279, 0.483, 0.007], [-0.369, 1.009, 0.611], [0.461, -0.284, -0.151], [0.555, 0.932, 1.126], [1.510, 2.941, 2.613], [-0.649, -0.189, 1.868], [0.675, -0.041, -0.343], [0.815, -0.363, 0.073], [0.767, 0.280, -1.291], [-0.540, -0.405, 0.427], [-1.443, -1.950, 1.472], [-0.335, -0.012, -2.416], [-1.296, -1.730, -1.067], [1.334, -0.093, -0.205], [-0.856, -0.984, -1.376], [0.809, 0.116, -1.476], [-1.789, 1.513, -0.424], [0.399, 1.119, -0.759], [1.231, -2.341, 1.310]]}

***

{"formula": "C28H35ClGe2HfNO2S", "method": "ωB97M-V/def2-TZVPD", "total_charge": 3, "gap_ev": 4.4, "species": ["Hf", "Cl", "C", "C", "C", "C", "O", "C", "C", "O", "C", "H", "H", "H", "H", "C", "C", "Ge", "C", "C", "C", "C", "Ge", "C", "C", "C", "C", "C", "C", "C", "C", "C", "C", "H", "H", "H", "H", "H", "H", "H", "H", "H", "H", "H", "H", "H", "H", "H", "H", "H", "H", "H", "H", "H", "H", "H", "H", "H", "H", "S", "C", "N", "C", "C", "C", "C", "H", "H", "H", "H", "H"], "coordinates": [[0.172419, -0.631689, 0.580633], [6.933717, -1.249303, 3.358837], [5.491018, -1.082844, 2.460280], [5.554529, -0.825154, 1.077920], [4.410249, -0.693603, 0.313725], [3.153798, -0.801875, 0.891393], [2.060334, -0.655099, 0.128820], [3.070606, -1.035990, 2.305081], [1.857528, -1.069184, 3.000187], [0.695249, -0.897832, 2.477628], [4.265472, -1.188751, 3.060102], [6.530686, -0.731044, 0.618243], [4.478951, -0.512375, -0.751229], [1.878814, -1.217838, 4.080514], [4.194249, -1.382315, 4.123812], [-2.616631, -1.043335, 2.369739], [-3.025155, -1.634715, 1.018952], [-2.229207, -0.656357, -0.531074], [-2.585720, -1.437075, -2.315111], [-1.811920, -0.740028, -3.430911], [-2.830601, 1.195903, -0.373931], [-2.009889, 2.246411, -0.468678], [-0.062467, 1.792305, -0.595931], [1.076467, 2.026058, -2.218739], [1.340927, 3.494367, -2.565340], [0.978719, 2.081256, 1.158837], [1.200316, 3.562842, 1.485709], [-2.347149, 3.670093, -0.489874], [-1.325233, 4.621576, -0.560633], [-1.594525, 5.976848, -0.572709], [-2.912825, 6.407325, -0.512224], [-3.944344, 5.477891, -0.451568], [-3.671187, 4.122679, -0.443854], [-3.257123, -1.425933, 3.165259], [-2.715004, 0.045621, 2.382748], [-1.597777, -1.330732, 2.648948], [-4.101017, -1.511581, 0.860147], [-2.802819, -2.698924, 0.968013], [-3.663837, -1.300979, -2.442420], [-2.377247, -2.505741, -2.281607], [-2.011935, 0.332749, -3.438135], [-2.120753, -1.135219, -4.398431], [-0.736441, -0.905466, -3.333445], [-3.904011, 1.346097, -0.260092], [0.577723, 1.526914, -3.049109], [2.001460, 1.490544, -1.997013], [0.421914, 4.010239, -2.839156], [2.008371, 3.532240, -3.426815], [1.823143, 4.040290, -1.754158], [1.939795, 1.577469, 1.038932], [0.429784, 1.620854, 1.997164], [1.715731, 4.077976, 0.676434], [1.826651, 3.628735, 2.376005], [0.262557, 4.073893, 1.692711], [-0.290519, 4.283241, -0.624245], [-0.786477, 6.693810, -0.629676], [-3.134175, 7.465779, -0.518344], [-4.972977, 5.810125, -0.413886], [-4.488692, 3.415195, -0.408008], [-0.020309, -3.066063, -0.259816], [0.127817, -4.798820, -0.254392], [1.348204, -5.349160, -0.436259], [1.556677, -6.677275, -0.529653], [0.499931, -7.545076, -0.433911], [-0.776818, -7.018228, -0.243226], [-0.962918, -5.647888, -0.151611], [2.139849, -4.725231, -0.530868], [2.575768, -7.000977, -0.687445], [0.662844, -8.609939, -0.511677], [-1.628240, -7.682673, -0.172029], [-1.946348, -5.225029, -0.009564]], "forces_ev_per_a": [[2.783, -3.787, 0.926], [0.009, -0.008, 0.022], [0.030, 0.033, -0.169], [0.064, -0.063, 0.330], [-0.332, -0.018, -0.274], [0.674, 0.041, 0.258], [-0.346, 0.212, 0.211], [-0.153, 0.046, -0.366], [0.211, 0.079, 0.177], [0.509, 0.211, 1.110], [-0.103, -0.009, 0.136], [-0.024, -0.002, -0.054], [0.022, 0.026, 0.017], [-0.071, -0.080, -0.019], [0.023, 0.020, 0.000], [-0.228, -0.067, -0.173], [0.600, -0.014, 0.391], [-2.529, 1.365, -1.903], [0.263, 0.238, 0.305], [-0.134, -0.072, 0.037], [-0.277, -0.451, 0.002], [0.852, -0.001, -0.067], [-1.301, 1.454, -1.295], [-0.264, -0.032, 0.543], [0.024, 0.004, -0.074], [-0.266, -1.026, -0.254], [-0.226, 0.150, -0.135], [-0.143, 0.278, -0.001], [-0.088, -0.301, -0.015], [0.025, 0.081, -0.012], [0.066, -0.009, -0.007], [-0.102, -0.035, 0.001], [0.117, -0.052, -0.002], [0.064, 0.009, 0.055], [0.052, 0.000, 0.018], [0.017, 0.004, 0.081], [0.033, 0.181, -0.222], [0.023, 0.030, -0.094], [-0.006, -0.010, 0.013], [-0.010, -0.005, 0.057], [0.049, 0.014, -0.017], [0.042, 0.029, -0.017], [0.015, 0.031, -0.011], [0.020, 0.136, 0.016], [-0.044, -0.090, 0.076], [0.027, -0.002, -0.071], [0.024, 0.018, 0.016], [0.006, 0.016, 0.014], [0.000, 0.004, -0.008], [0.040, 0.104, 0.120], [0.072, 0.076, 0.087], [-0.003, 0.007, 0.014], [0.005, -0.050, 0.002], [0.021, 0.019, -0.022], [-0.021, 0.141, 0.026], [-0.015, 0.009, -0.005], [-0.016, -0.002, 0.002], [0.016, 0.035, -0.003], [-0.023, 0.028, 0.012], [-0.113, 1.189, 0.055], [-0.044, -0.248, 0.194], [-0.006, -0.017, -0.038], [0.058, -0.063, -0.014], [-0.201, 0.029, 0.027], [0.159, -0.118, -0.022], [0.011, 0.212, 0.027], [0.019, 0.010, -0.019], [0.019, 0.061, 0.011], [0.036, 0.004, -0.006], [-0.013, 0.015, 0.013], [0.002, -0.013, -0.011]]}

***

{"formula": "C19H30BN3S", "method": "ωB97M-V/def2-TZVPD", "gap_ev": 8.4, "species": ["C", "C", "S", "C", "B", "C", "C", "C", "C", "N", "C", "C", "C", "C", "H", "H", "H", "H", "H", "H", "H", "H", "H", "H", "H", "H", "H", "H", "H", "H", "H", "H", "H", "H", "C", "C", "C", "N", "C", "H", "H", "H", "H", "H", "C", "C", "C", "N", "C", "H", "H", "H", "H", "H"], "coordinates": [[-0.145228, 0.193951, -0.281528], [-0.938706, -0.798183, -1.276461], [-2.543557, -0.136366, -1.922031], [-3.921513, -0.414631, -0.708757], [-3.738397, -1.714737, 0.243352], [-3.645325, -1.735099, 1.857973], [-3.915255, -0.331070, 2.587876], [-4.097709, -0.575172, 4.184886], [-2.963045, 0.191418, 5.063932], [-1.750818, -0.675372, 5.083214], [-0.801580, -0.687836, 3.995824], [0.292023, -1.719574, 4.339760], [-0.075146, -2.317673, 5.734232], [-1.372614, -1.578009, 6.138634], [0.347112, -0.400197, 0.580702], [-0.765938, 1.063762, 0.116193], [0.746655, 0.651806, -0.860660], [-0.255525, -0.935282, -2.198391], [-0.997039, -1.823516, -0.780359], [-4.868721, -0.612679, -1.346858], [-4.181271, 0.504118, -0.067915], [-3.695450, -2.777415, -0.307588], [-4.449686, -2.470666, 2.232567], [-2.628995, -2.129935, 2.202998], [-4.908987, 0.101765, 2.185991], [-3.112167, 0.440536, 2.341297], [-4.053127, -1.702344, 4.350004], [-5.157203, -0.243299, 4.487464], [-3.375030, 0.184445, 6.142036], [-2.775527, 1.253231, 4.699971], [-0.787477, -0.085249, 3.034439], [1.187445, -2.022750, 3.702468], [0.527272, -3.120077, 6.265136], [-1.878743, -1.803493, 7.127640], [3.401866, 3.121767, -2.838495], [4.545050, 2.701248, -2.113951], [4.152447, 2.496118, -0.814011], [2.816069, 2.781745, -0.726195], [2.349442, 3.158638, -1.957005], [3.354072, 3.368971, -3.889298], [5.544338, 2.563247, -2.500851], [4.707332, 2.173672, 0.053902], [2.262200, 2.722704, 0.113008], [1.311969, 3.421238, -2.098566], [4.579292, -0.828678, -6.908756], [3.313560, -0.240578, -7.151791], [3.056621, 0.621063, -6.113269], [4.118204, 0.571200, -5.250304], [5.053390, -0.305978, -5.730161], [5.087843, -1.553014, -7.527793], [2.662717, -0.426361, -7.993489], [2.211574, 1.262660, -5.913915], [4.198892, 1.099240, -4.394757], [5.972392, -0.483309, -5.192340]], "forces_ev_per_a": [[1.028, -0.063, -0.243], [1.336, -0.064, 0.725], [0.053, -0.386, 0.228], [-1.201, 0.089, 1.077], [0.218, 0.291, 0.243], [-0.374, 0.893, 0.139], [-0.882, -0.493, 0.193], [0.061, 0.792, -0.742], [-1.759, -1.698, 0.725], [2.289, -0.425, -0.300], [2.752, -3.533, 2.219], [-3.569, 1.189, 2.097], [-2.600, 3.657, -2.694], [3.731, -1.780, -2.077], [-0.991, 0.972, -1.225], [0.648, -1.346, -0.468], [-1.480, -0.593, 0.897], [-1.449, 0.190, 1.273], [-0.322, 1.309, -0.770], [1.604, 0.240, 0.761], [0.729, -1.051, -1.141], [0.079, 0.037, -0.022], [1.246, 0.834, -0.511], [-1.264, 0.261, -0.453], [1.568, -0.612, 0.561], [-0.920, -1.063, 0.431], [0.174, 1.562, 0.123], [1.676, -0.298, -0.299], [0.864, 0.374, -1.623], [-0.019, -1.542, 0.474], [-0.631, -0.662, 1.766], [-1.563, 0.660, 0.987], [-1.211, 1.365, -0.598], [0.205, 0.908, -1.770], [-0.264, 0.018, -0.084], [0.156, -0.133, 0.186], [0.024, -0.026, 0.084], [0.103, -0.011, -0.153], [-0.110, 0.019, 0.018], [-0.015, 0.041, 0.094], [-0.067, 0.041, 0.066], [-0.026, 0.042, -0.108], [0.095, 0.002, -0.154], [0.109, -0.012, -0.019], [0.229, -0.041, 0.114], [-0.200, 0.151, 0.030], [-0.035, 0.012, 0.038], [0.052, -0.016, -0.089], [-0.001, -0.019, 0.031], [-0.040, 0.073, 0.065], [0.057, 0.028, 0.086], [0.065, -0.081, -0.031], [-0.073, -0.089, -0.088], [-0.087, -0.010, -0.069]]}

***

{"formula": "C3H9N2OP", "method": "ωB97M-V/def2-TZVPD", "gap_ev": 8.5, "species": ["C", "C", "C", "N", "N", "O", "P", "H", "H", "H", "H", "H", "H", "H", "H", "H"], "coordinates": [[-1.044349, -0.351311, 1.805384], [1.304391, 0.912555, 0.639824], [0.467781, -1.883371, -0.257206], [-0.853931, 1.889661, -1.347966], [-0.712024, 0.676640, -1.536862], [-1.253181, 2.520787, -2.359366], [-0.074506, -0.285961, 0.489517], [-1.732578, -1.162602, 2.096934], [-1.607171, 0.444939, 2.259818], [1.002224, 1.551416, 1.329154], [2.119168, 0.383858, 0.995075], [1.512237, 1.300310, -0.427623], [-0.382678, -2.404332, -0.245557], [0.798266, -1.543473, -1.380997], [1.391462, -2.193404, 0.389895], [-0.935111, 0.144289, -2.450024]], "forces_ev_per_a": [[-1.442, -0.975, 0.483], [-0.750, -2.337, -5.547], [5.136, 4.455, -0.862], [-1.068, 2.645, -2.052], [1.224, -5.735, 1.746], [0.175, 0.350, 0.863], [0.196, 1.014, -1.806], [0.839, -0.466, -0.966], [0.913, 1.218, -0.033], [-1.213, 3.499, 2.757], [1.772, -1.157, 0.736], [-0.328, -0.224, 2.059], [-2.828, -2.918, -0.047], [-0.739, -1.165, 2.862], [-1.955, -0.025, -1.434], [0.070, 1.819, 1.241]]}

***

{"formula": "C3H9N4", "method": "ωB97M-V/def2-TZVPD", "total_charge": 1, "gap_ev": 9.5, "species": ["H", "N", "N", "C", "C", "C", "N", "N", "H", "H", "H", "H", "H", "H", "H", "H"], "coordinates": [[3.535741, -0.236715, -0.356038], [2.722542, -0.421368, 0.200865], [1.738818, -0.017186, -0.448888], [0.587820, -0.289958, 0.299635], [-0.573462, 0.693001, 0.470906], [-0.306760, 1.972618, -0.264647], [-0.690280, -0.419563, -0.393863], [-1.306227, -1.721865, -0.158570], [0.927177, -1.037180, 1.026308], [-1.206763, 0.530932, 1.328091], [0.615382, 1.957535, -0.847475], [-0.264545, 2.671546, 0.445561], [-1.130095, 2.338911, -0.937480], [-1.722968, -1.718544, 0.834528], [-0.702180, -2.559765, -0.510556], [-2.224202, -1.742402, -0.688382]], "forces_ev_per_a": [[0.898, 0.295, -0.486], [-1.148, 0.026, -0.303], [1.600, 0.339, -0.455], [-1.421, -0.574, 1.337], [0.833, -0.911, 0.489], [-1.864, -1.145, -2.828], [1.902, -2.725, -3.862], [-2.468, 0.656, 1.015], [-1.190, 0.153, 0.532], [0.231, 0.990, 0.785], [-0.243, -0.197, 0.218], [0.595, 3.051, 2.817], [0.553, -0.798, 0.562], [1.413, -1.080, -1.046], [-1.054, 1.897, 1.243], [1.364, 0.021, -0.019]]}

***

Which formula does entry 1 have? H18O9

***

Please write out number 6 again, unchanged.
{"formula": "C3H9N4", "method": "ωB97M-V/def2-TZVPD", "total_charge": 1, "gap_ev": 9.5, "species": ["H", "N", "N", "C", "C", "C", "N", "N", "H", "H", "H", "H", "H", "H", "H", "H"], "coordinates": [[3.535741, -0.236715, -0.356038], [2.722542, -0.421368, 0.200865], [1.738818, -0.017186, -0.448888], [0.587820, -0.289958, 0.299635], [-0.573462, 0.693001, 0.470906], [-0.306760, 1.972618, -0.264647], [-0.690280, -0.419563, -0.393863], [-1.306227, -1.721865, -0.158570], [0.927177, -1.037180, 1.026308], [-1.206763, 0.530932, 1.328091], [0.615382, 1.957535, -0.847475], [-0.264545, 2.671546, 0.445561], [-1.130095, 2.338911, -0.937480], [-1.722968, -1.718544, 0.834528], [-0.702180, -2.559765, -0.510556], [-2.224202, -1.742402, -0.688382]], "forces_ev_per_a": [[0.898, 0.295, -0.486], [-1.148, 0.026, -0.303], [1.600, 0.339, -0.455], [-1.421, -0.574, 1.337], [0.833, -0.911, 0.489], [-1.864, -1.145, -2.828], [1.902, -2.725, -3.862], [-2.468, 0.656, 1.015], [-1.190, 0.153, 0.532], [0.231, 0.990, 0.785], [-0.243, -0.197, 0.218], [0.595, 3.051, 2.817], [0.553, -0.798, 0.562], [1.413, -1.080, -1.046], [-1.054, 1.897, 1.243], [1.364, 0.021, -0.019]]}